(1)
Entry from the OMol25 dataset: a single C4H12N2O molecule (the ωB97M-V functional and the def2-TZVPD basis).

## Properties
LUMO level (eV): 0.98
Gap between HOMO and LUMO (hartree): 0.3637
SMILES: CNC[C@@H](N)CO

Atoms and positions in Å:
O (1.441, -1.881, -1.368)
N (-0.375, 1.040, 1.433)
N (-1.053, 0.968, -1.395)
C (-0.193, -0.112, -0.812)
C (0.931, -0.594, -1.671)
C (-0.874, -0.067, 2.228)
C (0.552, 0.620, 0.338)
H (1.804, 0.143, -1.847)
H (-1.306, -0.979, 1.651)
H (-1.375, 1.380, -0.534)
H (-1.797, 0.347, 2.852)
H (-1.942, 0.402, -1.635)
H (1.234, -0.098, 0.915)
H (0.171, 1.690, 2.069)
H (0.424, -0.661, -2.607)
H (-0.129, -0.477, 3.017)
H (1.149, 1.380, -0.091)
H (-0.729, -1.127, -0.411)
H (2.067, -1.973, -2.132)

(2)
Entry from the OMol25 dataset: a single C4H12N2O molecule (the ωB97M-V functional and the def2-TZVPD basis).

## Properties
LUMO level (eV): 0.83
Gap between HOMO and LUMO (hartree): 0.3517
SMILES: NCCNCCO

Atoms and positions in Å:
O (-0.063, -3.222, 1.294)
N (-1.009, 1.579, -1.753)
N (0.180, 0.500, 0.761)
C (0.436, 1.388, -1.549)
C (0.764, 1.579, -0.010)
C (0.317, -0.887, 0.461)
C (-0.250, -1.784, 1.544)
H (1.844, 1.530, 0.120)
H (-0.798, 0.695, 0.935)
H (-1.448, 0.832, -2.268)
H (-0.982, -3.464, 1.325)
H (-1.305, -1.486, 1.650)
H (0.405, 2.582, 0.181)
H (0.801, 0.444, -1.959)
H (1.362, -1.189, 0.316)
H (-1.411, 1.649, -0.829)
H (-0.189, -1.146, -0.492)
H (1.026, 2.085, -2.188)
H (0.320, -1.685, 2.461)

Ordering by calculated energy gives the sequence (2), (1), with the first entry being the most stable.

(1)
Entry from the OMol25 dataset: a single C4H12N2O molecule (the ωB97M-V functional and the def2-TZVPD basis).

## Properties
LUMO level (eV): 0.84
Gap between HOMO and LUMO (hartree): 0.3523
SMILES: CNCCNCO

Atoms and positions in Å:
O (-1.564, 0.345, -2.537)
N (0.393, -0.422, -1.159)
N (0.922, 0.095, 1.505)
C (0.251, -1.490, -0.219)
C (-0.007, -1.015, 1.224)
C (0.409, 1.468, 1.412)
C (-0.389, 0.654, -1.792)
H (-0.497, -2.252, -0.497)
H (1.014, 2.116, 0.762)
H (-2.273, 0.103, -1.932)
H (0.310, 2.031, 2.325)
H (-0.609, 1.428, 0.988)
H (-0.665, 1.593, -1.288)
H (1.171, -2.153, -0.138)
H (0.668, -0.878, -2.024)
H (1.199, 0.012, 2.475)
H (-1.032, -0.830, 1.551)
H (0.380, -1.851, 1.852)
H (0.319, 1.045, -2.508)

(2)
Entry from the OMol25 dataset: a single C4H12N2O molecule (the ωB97M-V functional and the def2-TZVPD basis).

## Properties
LUMO level (eV): 1.04
Gap between HOMO and LUMO (hartree): 0.3706
SMILES: C[C@@H](O)[C@@H](N)CN

Atoms and positions in Å:
O (-1.845, 0.787, -0.009)
N (0.975, 1.626, -0.528)
N (1.591, -0.781, 1.744)
C (0.408, -0.014, 1.251)
C (-0.905, 0.133, -0.899)
C (0.514, 0.270, -0.261)
C (-1.288, -1.303, -1.113)
H (1.176, -0.427, -0.788)
H (-0.662, -1.739, -1.895)
H (1.808, 1.882, 0.004)
H (-0.510, -0.484, 1.566)
H (-1.224, -1.900, -0.204)
H (-0.973, 0.730, -1.812)
H (1.272, 1.728, -1.494)
H (-2.299, -1.420, -1.512)
H (-1.939, 1.683, -0.327)
H (0.492, 0.994, 1.670)
H (2.153, -0.195, 2.331)
H (1.257, -1.570, 2.276)

Ordering by calculated energy gives the sequence (2), (1), with the first entry being the most stable.

(1)
Entry from the OMol25 dataset: a 2-piece molecular cluster, C4H12N2O overall (the ωB97M-V functional and the def2-TZVPD basis).

## Properties
LUMO level (eV): 0.83
Gap between HOMO and LUMO (hartree): 0.3813
SMILES: C=NCCCN.O

Atoms and positions in Å:
O (2.077, -0.162, 3.173)
N (1.894, -1.145, 0.072)
N (-2.107, 1.150, -1.231)
C (-1.224, 2.027, -1.245)
C (0.742, -0.719, -0.765)
C (-0.555, -0.562, 0.032)
C (-1.790, -0.199, -0.828)
H (0.609, -1.406, -1.601)
H (2.102, -2.124, -0.060)
H (-1.328, 3.030, -1.642)
H (-0.386, 0.173, 0.822)
H (1.176, -0.188, 3.512)
H (-2.623, -0.644, -0.288)
H (-1.694, -0.773, -1.749)
H (-0.746, -1.520, 0.518)
H (-0.239, 1.802, -0.838)
H (2.736, -0.622, -0.114)
H (1.094, 0.260, -1.090)
H (2.002, -0.585, 2.306)

(2)
Entry from the OMol25 dataset: a 2-piece molecular cluster, C4H12N2O overall (the ωB97M-V functional and the def2-TZVPD basis).

## Properties
LUMO level (eV): 0.26
Gap between HOMO and LUMO (hartree): 0.2725
SMILES: CC/C(N)=C\N.O

Atoms and positions in Å:
O (0.756, 5.324, 1.554)
N (-0.599, 0.167, 1.525)
N (1.059, -2.791, 0.139)
C (-0.927, -1.120, -2.010)
C (-0.630, -0.077, -0.978)
C (1.029, -1.342, 0.416)
C (-0.068, -0.543, 0.359)
H (-0.139, 0.778, -1.495)
H (0.407, -3.111, -0.583)
H (-1.532, 0.382, -0.546)
H (0.031, -1.566, -2.348)
H (1.019, -3.217, 1.006)
H (0.649, 4.572, 2.275)
H (-0.382, 1.151, 1.446)
H (-0.135, -0.059, 2.403)
H (0.479, 4.901, 0.783)
H (2.041, -0.960, 0.648)
H (-1.471, -0.521, -2.834)
H (-1.587, -1.967, -1.762)

Ordering by calculated energy gives the sequence (1), (2), with the first entry being the most stable.

(1)
Entry from the OMol25 dataset: a 2-piece molecular cluster, C4H12N2O overall (the ωB97M-V functional and the def2-TZVPD basis).

## Properties
LUMO level (eV): -0.15
Gap between HOMO and LUMO (hartree): 0.2530

Atoms and positions in Å:
O (0.828, -0.499, -1.836)
N (-0.922, -1.115, 0.442)
N (0.713, 0.740, 3.199)
C (-0.677, 0.613, -3.400)
C (0.145, 0.711, -2.128)
C (0.219, -0.496, 2.531)
C (-0.441, -0.281, 1.327)
H (0.918, 1.479, -2.231)
H (0.103, 1.072, 3.949)
H (-0.551, 0.777, 1.037)
H (0.601, -1.407, 2.947)
H (1.659, 0.690, 3.571)
H (-0.515, 0.998, -1.306)
H (-0.778, -2.059, 0.808)
H (-1.388, -0.213, -3.304)
H (-0.077, 0.381, -4.280)
H (0.724, 1.483, 2.499)
H (0.225, -0.989, -1.237)
H (-1.242, 1.532, -3.561)

(2)
Entry from the OMol25 dataset: a 2-piece molecular cluster, C4H12N2O overall (the ωB97M-V functional and the def2-TZVPD basis).

## Properties
LUMO level (eV): 0.49
Gap between HOMO and LUMO (hartree): 0.3443
SMILES: CCC/N=C\N.O

Atoms and positions in Å:
O (-1.876, 1.880, 1.804)
N (-0.194, -1.327, 1.522)
N (0.136, -1.443, -0.813)
C (1.766, 0.997, -1.828)
C (0.205, -1.934, 0.368)
C (-0.392, -0.062, -1.031)
C (0.705, 0.957, -0.738)
H (0.242, 1.927, -0.491)
H (2.107, -0.044, -1.848)
H (1.542, 1.635, -2.666)
H (-2.606, 2.162, 2.384)
H (-0.738, -0.522, 1.254)
H (1.191, 0.663, 0.198)
H (0.584, -2.955, 0.257)
H (-1.075, 1.958, 2.373)
H (-0.714, -0.123, -2.080)
H (-1.391, 0.076, -0.575)
H (2.631, 1.540, -1.402)
H (-0.426, -1.726, 2.407)

(3)
Entry from the OMol25 dataset: a 2-piece molecular cluster, C4H12N2O overall (the ωB97M-V functional and the def2-TZVPD basis).

## Properties
LUMO level (eV): 0.91
Gap between HOMO and LUMO (hartree): 0.3836
SMILES: C=NC.NCCO

Atoms and positions in Å:
O (0.530, 0.910, -1.785)
N (0.003, 1.208, 2.653)
N (0.542, -2.748, -2.151)
C (-0.017, -0.407, -1.878)
C (-0.968, 1.568, 3.666)
C (1.111, -1.411, -1.979)
C (-0.306, 1.431, 1.452)
H (-1.893, 1.984, 3.247)
H (0.037, 1.485, -2.377)
H (0.104, -3.052, -1.284)
H (-0.536, 2.311, 4.339)
H (1.758, -1.329, -1.096)
H (-0.623, -0.602, -0.986)
H (1.722, -1.162, -2.846)
H (1.267, -3.428, -2.343)
H (-0.652, -0.510, -2.760)
H (-1.203, 0.692, 4.269)
H (-1.276, 1.874, 1.193)
H (0.399, 1.186, 0.667)

(4)
Entry from the OMol25 dataset: a single C4H12N2O molecule (the ωB97M-V functional and the def2-TZVPD basis).

## Properties
LUMO level (eV): 1.03
Gap between HOMO and LUMO (hartree): 0.3596
SMILES: C[C@H](CN)NCO

Atoms and positions in Å:
O (1.985, -1.748, -0.839)
N (0.939, 0.383, -0.533)
N (-1.971, 0.039, 1.686)
C (-0.498, 0.245, -0.244)
C (1.831, -0.571, -0.002)
C (-1.377, 0.924, -1.256)
C (-0.791, 0.785, 1.213)
H (-0.939, 0.758, -2.245)
H (2.846, -0.165, 0.032)
H (-1.762, -0.933, 1.870)
H (-1.534, 1.977, -1.036)
H (1.343, -1.727, -1.559)
H (-2.372, 0.481, -1.261)
H (1.596, -0.923, 1.001)
H (1.242, 0.890, -1.345)
H (-1.194, 1.796, 1.211)
H (-0.606, -0.835, -0.126)
H (0.175, 0.659, 1.702)
H (-2.413, 0.452, 2.492)

Ordering by calculated energy gives the sequence (4), (2), (3), (1), with the first entry being the most stable.